56
Properties=species:S:1:pos:R:3:nbo_charge:R:1 method="wB97M-V/def2-TZVPD" e_tot_ha=-1204.02173 charge=+2 homo_lumo_gap_ev=10.655 lumo_energy_ev=-4.9
C -0.68052 -1.18493 -2.24526 -0.66
C -0.30187 -0.51117 -0.94310 -0.04
C 0.29296 0.86538 -1.05719 -0.50
C 0.12216 1.81240 0.07859 -0.24
N -2.90153 3.68745 1.02390 -0.73
C -1.63976 3.28783 0.91647 0.41
N -1.26421 2.24907 0.18455 -0.54
N 0.48083 -1.53031 -0.09120 -0.71
H -1.23413 -2.11906 -2.05402 0.23
H -1.21267 -0.51903 -2.93826 0.25
H 0.14882 -1.53591 -2.92001 0.23
H -1.20373 -0.36061 -0.25934 0.22
H 1.46390 0.85037 -1.35028 0.31
H -0.13257 1.38952 -1.95154 0.25
H 0.85060 2.65854 0.00278 0.24
H 0.42620 1.31588 1.02042 0.21
H -3.58779 2.94761 0.81234 0.45
H -3.07928 4.58958 1.45938 0.44
H -0.87307 3.92289 1.34466 0.22
H -1.97656 1.66912 -0.23344 0.45
H 1.17970 -1.01355 0.43990 0.45
H 0.91507 -2.22610 -0.72046 0.46
H -0.22756 -2.12013 0.41079 0.47
H 3.94855 -1.17765 -3.57201 0.51
H 4.62286 -1.40793 -2.23997 0.52
O 4.14362 -0.73760 -2.73649 -0.92
H -3.61518 0.78177 2.93432 0.50
H -3.52991 0.23695 1.39552 0.51
O -3.07144 0.73846 2.10821 -1.03
H 1.96496 0.12748 3.32219 0.51
H 2.19353 -1.35599 3.23509 0.49
O 1.48184 -0.71062 3.29526 -0.95
H 0.11904 -0.95720 2.29964 0.52
H -1.22709 -0.11185 2.28086 0.53
O -0.66458 -0.69814 1.74866 -1.05
H 4.25367 -0.10853 1.90639 0.49
H 3.40549 0.41073 0.70083 0.51
O 3.35311 -0.04297 1.55762 -1.02
H -2.71240 -3.15341 1.80112 0.51
H -1.79407 -1.98640 1.35873 0.49
O -2.34261 -2.71509 1.00921 -0.99
H -4.20832 0.66030 -0.80592 0.51
H -4.17857 1.88878 -1.70984 0.50
O -3.67155 1.46382 -1.00951 -1.00
H 2.14870 0.27768 -3.70751 0.47
H 3.41605 0.14198 -2.93352 0.45
O 2.47202 0.28332 -2.79268 -0.99
H 4.96940 1.56216 -0.92520 0.49
H 3.83186 0.68642 -1.57406 0.48
O 4.03698 1.34239 -0.89076 -0.97
H 2.39270 -3.99178 1.03041 0.49
H 2.81230 -2.55514 0.99861 0.48
O 2.42934 -3.23559 0.42249 -0.96
H -3.48791 -1.67085 0.21076 0.53
H -4.97312 -1.23713 0.14582 0.50
O -4.08430 -0.87321 0.20603 -1.01



57
Properties=species:S:1:pos:R:3:nbo_charge:R:1 method="wB97M-V/def2-TZVPD" e_tot_ha=-1320.68142 homo_lumo_gap_ev=8.857 lumo_energy_ev=-0.4
C 0.60710 1.09245 1.27826 -0.08
O 2.06677 1.39822 1.33810 -0.83
C 0.16566 1.13082 -0.17007 -0.06
C -1.39636 1.26389 -0.36398 -0.48
C -1.65943 2.69110 -0.35913 -0.16
C -2.66812 3.41073 0.15062 -0.41
N 0.51244 -0.22987 -0.80986 -0.90
H 0.06316 1.96870 1.85395 0.20
H 0.42737 0.12789 1.78153 0.20
H 2.36815 1.80878 2.19591 0.54
H 0.81349 1.79800 -0.64641 0.23
H -1.92659 0.84567 -1.31312 0.24
H -1.85848 0.78899 0.39324 0.22
H -0.78486 3.28537 -0.76613 0.20
H -2.57204 4.43692 0.34696 0.20
H -3.63246 2.99336 0.36083 0.18
H 0.03989 -1.09879 -0.55085 0.37
H 0.24345 -0.25781 -1.77986 0.34
H -2.97612 0.91751 3.35846 0.49
H -2.68273 -0.47847 2.49931 0.52
O -2.33359 0.31587 3.00294 -1.00
H -4.04190 0.84073 -1.21895 0.45
H -3.36583 -0.49333 -1.70514 0.49
O -4.11047 0.12617 -1.72890 -0.98
H -1.07909 -0.77905 -4.72801 0.48
H 0.05180 -1.34306 -3.92411 0.47
O -0.82048 -1.34557 -4.11521 -0.93
H 0.68845 -1.33394 3.94750 0.49
H -0.19534 -0.15079 3.62172 0.50
O 0.66993 -0.38080 3.94545 -0.98
H 1.39991 2.09525 -3.62139 0.45
H 2.15844 2.54467 -2.44474 0.49
O 1.45896 2.77080 -2.97774 -0.95
H 3.01918 0.31718 3.74324 0.49
H 1.79861 1.22644 4.18190 0.50
O 2.72967 1.26931 3.87496 -0.97
H 0.20649 -3.70765 -1.78220 0.48
H 0.35577 -3.39738 -0.31845 0.50
O -0.27964 -3.38983 -1.02679 -0.97
H 2.40338 -1.25441 -2.25032 0.47
H 3.86305 -0.83427 -2.26222 0.47
O 3.28505 -1.44321 -1.79599 -0.94
H 2.60614 -1.47761 0.42795 0.50
H 2.91165 -0.23469 1.28478 0.49
O 2.98801 -1.13615 1.35153 -0.97
H 2.73515 1.33287 -0.26705 0.52
H 4.07604 1.72591 -1.00199 0.47
O 3.14127 1.96580 -0.98321 -1.00
H 1.90255 -2.22579 1.59137 0.49
H 1.55558 -3.67832 1.98867 0.47
O 1.18700 -2.83767 1.58271 -1.00
H -1.71165 -1.95085 -1.34502 0.50
H -2.16630 -1.87641 -2.95547 0.53
O -2.43195 -1.76947 -1.98160 -1.01
H -2.62356 -2.87470 0.47622 0.47
H -3.79996 -2.09974 -0.14280 0.50
O -3.38264 -2.40975 0.75862 -0.97



58
Properties=species:S:1:pos:R:3:nbo_charge:R:1 method="wB97M-V/def2-TZVPD" e_tot_ha=-1644.37958 charge=-1 homo_lumo_gap_ev=6.862 lumo_energy_ev=2.7
C -0.99375 0.96355 -0.76497 -0.42
C 0.22996 1.81241 -0.97972 -0.55
S 0.88374 1.16949 -2.55743 -0.62
C -1.96966 1.36658 0.37097 -0.22
N -1.65650 0.41838 1.46523 -0.70
C -2.42701 0.66828 2.70615 -0.20
C -1.85873 0.04313 3.97439 -0.62
H -0.82814 -0.09053 -0.59096 0.20
H -1.53984 0.97087 -1.74165 0.20
H 0.83905 1.95967 -0.01636 0.22
H -0.15112 2.83922 -1.09917 0.20
H -3.01572 1.22463 -0.03582 0.16
H -1.91923 2.39535 0.72845 0.18
H -0.68690 0.15946 1.55476 0.41
H -2.25959 1.81141 2.88917 0.16
H -3.46740 0.43750 2.48032 0.18
H -0.85754 0.41380 4.20844 0.22
H -2.62259 0.28664 4.72948 0.20
H -1.86293 -1.05153 3.93291 0.19
H 1.55784 -1.79513 -0.42820 0.50
H 1.64876 -3.30532 -0.16241 0.46
O 1.13416 -2.53331 0.07689 -1.01
H -2.54508 1.76069 -2.88335 0.48
H -1.60269 2.83913 -3.40677 0.47
O -2.25514 2.66885 -2.71531 -0.96
H 3.57456 0.44327 -0.06327 0.50
H 2.93149 1.65730 -0.50935 0.48
O 3.43337 1.33372 0.26573 -0.99
H -0.91283 -1.32489 -3.40174 0.48
H -0.53005 -2.30848 -2.42383 0.46
O -0.16542 -1.90709 -3.22187 -0.95
H 3.06485 2.94198 1.27916 0.50
H 2.27020 4.21840 0.99318 0.46
O 2.28317 3.42459 1.53337 -0.96
H 2.41890 -1.41614 -2.28826 0.50
H 2.03621 -0.22549 -1.65559 0.48
O 2.62498 -1.05315 -1.39243 -1.07
H 4.64723 -1.33231 -0.55391 0.50
H 5.71888 -1.06473 0.61642 0.47
O 5.28159 -0.72286 -0.16140 -0.97
H 2.00107 2.28908 4.57346 0.47
H 2.05807 3.69346 3.89877 0.49
O 1.59845 3.15824 4.57200 -0.96
H 1.09570 -1.09928 3.13983 0.46
H 1.76682 -0.72729 1.86628 0.49
O 1.21704 -0.33467 2.55486 -0.94
H -2.28788 0.51322 -4.92694 0.49
H -0.99725 0.64313 -3.83245 0.52
O -1.89354 0.39209 -4.06712 -1.04
H -1.58820 -4.65601 0.02070 0.49
H -2.43161 -3.42194 -0.69878 0.51
O -1.96526 -4.25649 -0.75866 -0.99
H -3.19235 -0.36753 -1.09636 0.48
H -3.07878 -0.85849 0.34742 0.50
O -3.42842 -1.11194 -0.54154 -0.98
H 0.07234 -4.11429 -1.35669 0.50
H -0.02642 -5.02854 -2.57546 0.47
O 0.62917 -4.81007 -1.87057 -0.98



59
Properties=species:S:1:pos:R:3:nbo_charge:R:1 method="wB97M-V/def2-TZVPD" e_tot_ha=-1301.23423 charge=+1 homo_lumo_gap_ev=10.068 lumo_energy_ev=-2.6
C -2.38823 1.90954 -1.25925 -0.63
C -2.07747 0.55113 -0.65507 -0.39
C -1.17330 -0.26685 -1.51104 -0.45
C 0.28856 0.18462 -1.15802 -0.25
N 2.82623 0.52978 -0.21409 -0.91
C 2.61337 -0.79429 -0.68812 0.41
N 1.09380 -1.02727 -0.72673 -0.57
H -1.45120 2.48048 -1.45778 0.22
H -2.57484 1.75357 -2.31441 0.22
H -2.97134 2.63097 -0.69884 0.24
H -1.63045 0.80377 0.29877 0.18
H -2.98896 -0.01079 -0.41790 0.19
H -1.34440 -1.30621 -1.28436 0.24
H -1.36013 -0.26981 -2.59275 0.24
H 0.34395 0.99150 -0.40478 0.25
H 0.85623 0.58648 -2.01108 0.23
H 3.64857 1.00825 -0.52746 0.42
H 2.31003 0.85105 0.56158 0.40
H 3.21085 -1.51233 -0.08979 0.21
H 0.73863 -1.12893 0.22538 0.44
H 0.76018 -0.55917 -3.23818 0.46
H 1.32196 -3.91459 -2.30439 0.47
O 1.08064 -0.92276 -4.06576 -0.96
H 2.70904 -0.20333 -2.65015 0.52
H 0.76304 -1.78550 -4.32892 0.50
O 2.92358 -0.97679 -2.03025 -0.73
H -2.70896 0.20222 1.83449 0.47
H -4.11259 0.34879 2.45207 0.49
O -3.19112 0.59252 2.56624 -0.95
H -0.55871 3.49876 0.93765 0.51
H 0.42939 4.52467 0.14802 0.49
O 0.23452 3.61264 0.35612 -1.02
H 2.63367 -2.68181 2.04185 0.45
H 1.33318 -3.01199 1.35796 0.48
O 2.23851 -3.39641 1.52667 -0.96
H 2.54202 2.98875 1.99235 0.48
H 1.44822 2.61478 1.11473 0.50
O 1.87149 2.29802 1.95395 -1.00
H 0.49596 0.40883 2.93610 0.46
H 0.85918 1.10793 4.19010 0.49
O 0.18422 0.49040 3.85787 -0.95
H -0.79015 -3.49539 0.69111 0.50
H -0.74206 -2.12972 0.97191 0.52
O -0.11045 -2.81670 0.59818 -1.02
H 0.58090 -4.47222 -1.21086 0.48
H 0.90783 -1.88712 -1.32382 0.48
O 0.39623 -4.14981 -2.10797 -0.93
H -1.99788 -0.99723 2.80006 0.52
H -0.39272 -1.18185 2.98375 0.51
O -1.13010 -1.19928 2.36067 -1.01
H -3.19467 -3.27326 0.87961 0.50
H -3.72959 -1.75002 0.68037 0.49
O -3.01289 -2.33323 0.92018 -0.98
H -1.16289 3.62140 2.98842 0.50
H -2.04701 2.63520 2.16807 0.50
O -1.64402 3.51057 2.15989 -0.95
H 2.37177 2.95238 -2.65867 0.50
H 2.01797 1.72970 -3.70969 0.50
O 2.45243 2.03600 -2.91403 -0.99